Molecular formula: C21H54N12O11
Method: DFT, wB97M-V/def2-TZVPD

Summary:
- DFT total energy (hartree) = -2317.579497
- Kohn-Sham gap (hartree) = 0.358
- LUMO (eV) = 0.28
- structure (SMILES) = CC(N)=O.CC(N)=O.CC(N)=O.CC(N)=O.CC(N)=O.CC(N)=O.CC(N)=O.CC(N)=O.CC(N)=O.CC(N)=O.NC(N)=O

Last columns: bonded neighbours and bond lengths (Å).
Atoms and positions in Å:
1 O -4.430 1.174 13.009  C25 1.213
2 O -13.900 7.190 14.112  C37 1.232
3 O -11.508 3.831 16.021  C43 1.222
4 O -6.118 4.792 15.612  C39 1.186
5 O -11.288 2.845 20.263  C33 1.199
6 O -8.598 0.545 11.087  C38 1.222
7 O -7.402 1.659 17.243  C31 1.255
8 O -12.898 1.283 13.710  C30 1.212
9 O -15.426 4.684 18.060  C42 1.276
10 O -7.294 3.572 20.677  C24 1.228
11 O -9.103 7.241 13.269  C32 1.198
12 N -11.141 6.314 13.637  C32 1.369, H54 1.022, H60 1.031
13 N -14.051 5.702 15.783  C37 1.368, H55 1.034, H75 0.994
14 N -5.970 1.800 15.502  C31 1.390, H53 0.994, H84 1.003
15 N -6.294 4.046 18.712  C24 1.377, H45 0.994, H95 1.041
16 N -5.750 0.873 11.183  C25 1.344, H85 0.978, H91 0.998
17 N -10.843 0.284 11.102  C38 1.390, H82 1.041, H86 0.990
18 N -13.482 3.941 19.100  C42 1.396, H74 1.028, H90 1.003
19 N -13.144 1.391 15.928  C30 1.386, H66 1.009, H98 0.989
20 N -7.224 4.894 13.770  C39 1.325, H52 0.992, H73 1.011
21 N -7.082 6.778 15.085  C39 1.372, H65 0.984, H69 1.014
22 N -10.142 2.115 16.562  C43 1.323, H47 1.040, H49 1.012
23 N -9.482 1.542 20.478  C33 1.321, H87 1.028, H89 1.010
24 C -7.110 4.380 19.771  O10 1.228, N15 1.377, C26 1.472
25 C -4.576 1.053 11.811  O1 1.213, N16 1.344, C35 1.495
26 C -7.596 5.759 19.937  C24 1.472, H61 1.138, H67 1.094, H88 1.099
27 C -15.678 3.409 20.104  C42 1.497, H63 1.110, H64 1.179, H71 1.042
28 C -14.161 -0.476 14.673  C30 1.483, H62 1.065, H94 1.015, H97 1.092
29 C -9.815 1.984 12.579  C38 1.508, H50 1.118, H72 1.116, H96 1.094
30 C -13.366 0.776 14.706  O8 1.212, N19 1.386, C28 1.483
31 C -6.818 1.053 16.312  O7 1.255, N14 1.390, C34 1.554
32 C -10.259 7.358 13.561  O11 1.198, N12 1.369, C41 1.550
33 C -10.774 1.763 20.318  O5 1.199, N23 1.321, C44 1.539
34 C -7.223 -0.346 15.772  C31 1.554, H70 1.081, H78 1.086, H93 1.073
35 C -3.321 1.015 10.998  C25 1.495, H46 1.087, H48 1.106, H51 1.055
36 C -9.145 4.303 16.500  C43 1.572, H80 1.090, H81 1.098, H92 1.128
37 C -14.624 6.496 14.828  O2 1.232, N13 1.368, C40 1.519
38 C -9.676 0.896 11.544  O6 1.222, N17 1.390, C29 1.508
39 C -6.746 5.466 14.866  O4 1.186, N20 1.325, N21 1.372
40 C -16.138 6.421 14.724  C37 1.519, H56 1.066, H76 1.049, H77 1.085
41 C -10.941 8.737 13.748  C32 1.550, H57 1.093, H68 1.106, H79 1.085
42 C -14.871 4.043 19.014  O9 1.276, N18 1.396, C27 1.497
43 C -10.418 3.393 16.357  O3 1.222, N22 1.323, C36 1.572
44 C -11.586 0.513 19.931  C33 1.539, H58 1.072, H59 1.075, H83 1.096
45 H -6.160 4.620 17.912  N15 0.994
46 H -3.297 0.173 10.312  C35 1.087
47 H -10.912 1.470 16.292  N22 1.040
48 H -3.158 1.875 10.322  C35 1.106
49 H -9.216 1.715 16.648  N22 1.012
50 H -8.989 2.063 13.328  C29 1.118
51 H -2.507 1.027 11.668  C35 1.055
52 H -6.709 4.103 13.465  N20 0.992
53 H -5.609 1.530 14.616  N14 0.994
54 H -12.136 6.466 13.815  N12 1.022
55 H -14.699 5.190 16.405  N13 1.034
56 H -16.435 7.297 15.253  C40 1.066
57 H -10.398 9.369 14.456  C41 1.093
58 H -12.629 0.676 20.116  C44 1.072
59 H -11.283 -0.454 20.288  C44 1.075
60 H -10.757 5.359 13.710  N12 1.031
61 H -8.502 5.765 20.624  C26 1.138
62 H -14.836 -0.433 15.497  C28 1.065
63 H -15.092 3.062 20.980  C27 1.110
64 H -16.238 4.252 20.710  C27 1.179
65 H -7.779 7.313 14.642  N21 0.984
66 H -13.666 1.100 16.741  N19 1.009
67 H -6.854 6.408 20.412  C26 1.094
68 H -11.019 9.241 12.766  C41 1.106
69 H -6.730 7.057 15.994  N21 1.014
70 H -6.420 -1.065 15.697  C34 1.081
71 H -16.441 2.791 19.754  C27 1.042
72 H -10.701 1.822 13.238  C29 1.116
73 H -7.757 5.364 13.051  N20 1.011
74 H -12.909 3.379 19.743  N18 1.028
75 H -13.071 5.725 15.942  N13 0.994
76 H -16.343 5.459 15.088  C40 1.049
77 H -16.495 6.515 13.704  C40 1.085
78 H -7.712 -0.148 14.823  C34 1.086
79 H -11.941 8.584 14.140  C41 1.085
80 H -9.120 4.529 17.566  C36 1.090
81 H -9.182 5.232 15.915  C36 1.098
82 H -11.676 0.811 11.435  N17 1.041
83 H -11.473 0.433 18.844  C44 1.096
84 H -5.857 2.743 15.824  N14 1.003
85 H -5.774 0.569 10.254  N16 0.978
86 H -10.785 -0.123 10.201  N17 0.990
87 H -8.805 2.315 20.516  N23 1.028
88 H -7.913 6.204 18.984  C26 1.099
89 H -9.074 0.618 20.461  N23 1.010
90 H -12.927 4.528 18.506  N18 1.003
91 H -6.658 0.873 11.596  N16 0.998
92 H -8.192 3.725 16.329  C36 1.128
93 H -7.968 -0.805 16.393  C34 1.073
94 H -14.569 -0.600 13.752  C28 1.015
95 H -6.139 3.017 18.698  N15 1.041
96 H -9.801 2.979 12.125  C29 1.094
97 H -13.546 -1.365 14.822  C28 1.092
98 H -12.795 2.316 15.923  N19 0.989